47
Properties=species:S:1:pos:R:3 method="wB97M-V/def2-TZVPD" homo_lumo_gap_ev=8.26 e_above_lowest_kcal_mol=0.0 e_tot_ha=-2286.37271 lumo_ev=-0.065 homo_energy_ev=-8.33 smiles="C[C@H](F)O[P@@](=O)(O)OCCCSC(=S)N1CCOCC1.NC(N)=O"
C 2.53 -1.98 2.05
C 2.82 -0.50 1.97
F 2.19 0.18 3.00
O 2.31 0.02 0.75
P 2.90 1.40 0.18
O 4.29 1.65 0.54
O 2.60 1.22 -1.39
O 1.89 2.54 0.58
C 0.49 2.45 0.23
C -0.35 1.69 1.27
C -1.50 2.53 1.82
S -3.02 1.61 2.25
C -2.34 0.03 2.79
S -1.29 -0.01 4.04
N -2.78 -1.12 2.17
C -4.02 -1.04 1.39
C -3.76 -0.79 -0.08
O -3.04 -1.90 -0.59
C -1.75 -1.89 -0.02
C -1.75 -1.95 1.51
H 3.44 -2.55 1.88
H 2.13 -2.21 3.04
H 1.79 -2.26 1.30
H 3.88 -0.26 2.04
H 3.23 0.59 -1.76
H 0.41 1.98 -0.75
H 0.16 3.48 0.12
H 0.31 1.42 2.09
H -0.71 0.77 0.82
H -1.83 3.29 1.10
H -1.18 3.05 2.72
H -4.71 -0.32 1.84
H -4.49 -2.03 1.46
H -4.69 -0.67 -0.64
H -3.15 0.11 -0.21
H -1.24 -2.78 -0.40
H -1.18 -1.02 -0.39
H -1.88 -2.99 1.83
H -0.78 -1.62 1.88
C 1.84 -0.42 -5.00
O 2.04 -1.38 -4.27
N 1.58 -0.56 -6.33
N 1.86 0.86 -4.53
H 1.42 0.21 -6.95
H 1.57 -1.49 -6.70
H 2.04 0.95 -3.54
H 1.71 1.67 -5.09

47
Properties=species:S:1:pos:R:3 method="wB97M-V/def2-TZVPD" homo_lumo_gap_ev=10.00 total_charge=+1 e_tot_ha=-2347.30253 lumo_ev=-3.452 homo_energy_ev=-13.45
C 1.03 0.81 -3.53
C 1.75 -0.65 -3.74
C 1.08 -1.77 -2.80
C 2.00 -2.31 -1.59
C 1.06 -2.80 -0.36
P 3.23 -1.06 -0.90
C 2.28 0.23 0.11
C 3.03 1.64 0.25
O 3.16 2.11 1.42
F 3.53 2.43 -0.81
H 0.91 0.96 -2.40
H 1.73 1.57 -4.03
H -0.03 0.83 -3.97
H 1.50 -0.93 -4.84
H 2.89 -0.58 -3.68
H 0.08 -1.39 -2.34
H 0.78 -2.65 -3.49
H 2.54 -3.26 -1.99
H 0.17 -3.42 -0.77
H 0.58 -1.93 0.22
H 1.66 -3.46 0.36
H 4.09 -0.47 -1.90
H 4.08 -1.77 0.04
H 1.21 0.31 -0.33
H 2.18 -0.20 1.18
C -2.83 2.26 0.13
C -1.83 2.77 -0.89
O -0.96 1.65 -1.13
S -1.81 0.28 -0.98
O -2.22 -0.15 -2.29
O -1.13 -0.58 -0.06
O -3.11 0.91 -0.24
H -2.41 2.26 1.14
H -3.75 2.85 0.13
H -1.26 3.63 -0.53
H -2.32 3.03 -1.83
C -1.71 -0.59 5.18
C -0.99 -0.14 3.92
O -2.02 -0.07 2.92
S -3.41 0.36 3.63
O -3.58 1.78 3.47
O -4.42 -0.59 3.27
O -2.97 0.08 5.17
H -1.89 -1.67 5.17
H -1.15 -0.34 6.08
H -0.21 -0.84 3.61
H -0.57 0.86 4.04

36
Properties=species:S:1:pos:R:3 method="wB97M-V/def2-TZVPD" homo_lumo_gap_ev=10.80 e_above_lowest_kcal_mol=81.3 total_charge=+1 e_tot_ha=-542.09707 lumo_ev=-2.485 homo_energy_ev=-13.29
C 0.56 -2.01 -0.18
C -0.75 -1.96 0.02
C 1.48 -0.84 -0.56
C -1.63 -0.71 0.10
C 0.88 0.37 0.17
C -0.59 0.64 -0.33
C 2.88 -1.30 -0.09
C -2.89 -0.78 -0.86
C 1.03 0.07 1.63
C 1.87 1.57 -0.22
C -0.58 1.11 -1.75
N -2.10 -0.28 1.46
N -1.22 1.71 0.55
H 0.92 -3.03 -0.22
H -1.32 -2.96 0.30
H 1.62 -0.83 -1.57
H 3.07 -1.22 0.89
H 3.61 -0.65 -0.41
H 3.18 -2.24 -0.50
H -3.51 -0.08 -0.51
H -3.31 -1.70 -0.64
H -2.50 -0.75 -1.82
H 0.53 0.67 2.31
H 2.07 0.26 2.09
H 0.67 -0.87 1.96
H 1.31 2.39 -0.52
H 2.50 1.33 -0.97
H 2.47 2.03 0.56
H 0.25 1.72 -2.06
H -1.62 1.46 -1.94
H -0.34 0.37 -2.51
H -1.47 -0.75 2.11
H -3.07 -0.52 1.54
H -0.58 2.41 0.92
H -1.70 0.83 1.45
H -1.82 2.22 -0.07

47
Properties=species:S:1:pos:R:3 method="wB97M-V/def2-TZVPD" homo_lumo_gap_ev=8.58 e_above_lowest_kcal_mol=0.0 total_charge=-1 e_tot_ha=-2338.97809 lumo_ev=2.318 homo_energy_ev=-6.27
C 1.28 -2.84 0.56
C 0.77 -1.56 -0.01
O 1.24 -0.48 0.20
O -0.32 -1.74 -0.79
C -1.20 -0.62 -0.86
O -1.49 -0.18 -1.94
C -1.73 -0.10 0.44
S -3.09 1.09 0.30
O -3.46 1.34 1.66
O -2.49 2.21 -0.36
N -4.19 0.46 -0.66
S -5.34 -0.41 0.06
O -6.16 -0.97 -0.98
O -6.11 0.26 1.07
C -4.55 -1.83 0.80
C -3.89 -2.65 -0.28
C -2.96 -3.73 0.27
S -3.71 -4.87 1.47
H 1.61 -2.67 1.56
H 2.08 -3.23 -0.05
H 0.48 -3.56 0.53
H -0.93 0.45 0.90
H -1.97 -0.90 1.13
H -5.34 -2.43 1.23
H -3.88 -1.54 1.60
H -3.32 -2.02 -0.94
H -4.66 -3.13 -0.85
H -2.11 -3.25 0.73
H -2.63 -4.36 -0.54
H -3.95 -4.07 2.52
C 3.60 4.29 -0.33
C 3.13 2.84 -0.27
C 4.20 1.86 0.24
O 5.20 1.53 -0.72
C 6.25 2.47 -0.83
N 2.62 2.45 -1.59
H 4.26 4.47 -1.18
H 2.74 4.95 -0.44
H 4.12 4.57 0.59
H 2.30 2.80 0.44
H 3.70 0.92 0.48
H 4.66 2.22 1.17
H 6.49 2.92 0.14
H 6.01 3.25 -1.55
H 7.13 1.93 -1.19
H 2.21 1.52 -1.52
H 3.42 2.33 -2.20

What did the second record say?
47
Properties=species:S:1:pos:R:3 method="wB97M-V/def2-TZVPD" homo_lumo_gap_ev=10.00 total_charge=+1 e_tot_ha=-2347.30253 lumo_ev=-3.452 homo_energy_ev=-13.45
C 1.03 0.81 -3.53
C 1.75 -0.65 -3.74
C 1.08 -1.77 -2.80
C 2.00 -2.31 -1.59
C 1.06 -2.80 -0.36
P 3.23 -1.06 -0.90
C 2.28 0.23 0.11
C 3.03 1.64 0.25
O 3.16 2.11 1.42
F 3.53 2.43 -0.81
H 0.91 0.96 -2.40
H 1.73 1.57 -4.03
H -0.03 0.83 -3.97
H 1.50 -0.93 -4.84
H 2.89 -0.58 -3.68
H 0.08 -1.39 -2.34
H 0.78 -2.65 -3.49
H 2.54 -3.26 -1.99
H 0.17 -3.42 -0.77
H 0.58 -1.93 0.22
H 1.66 -3.46 0.36
H 4.09 -0.47 -1.90
H 4.08 -1.77 0.04
H 1.21 0.31 -0.33
H 2.18 -0.20 1.18
C -2.83 2.26 0.13
C -1.83 2.77 -0.89
O -0.96 1.65 -1.13
S -1.81 0.28 -0.98
O -2.22 -0.15 -2.29
O -1.13 -0.58 -0.06
O -3.11 0.91 -0.24
H -2.41 2.26 1.14
H -3.75 2.85 0.13
H -1.26 3.63 -0.53
H -2.32 3.03 -1.83
C -1.71 -0.59 5.18
C -0.99 -0.14 3.92
O -2.02 -0.07 2.92
S -3.41 0.36 3.63
O -3.58 1.78 3.47
O -4.42 -0.59 3.27
O -2.97 0.08 5.17
H -1.89 -1.67 5.17
H -1.15 -0.34 6.08
H -0.21 -0.84 3.61
H -0.57 0.86 4.04